Computed, not measured: 3 unconnected molecules or ions with the total composition C22H25N6S, with ωB97M-V/def2-TZVPD.

Properties
- total charge = +1
- E_tot (eV) = -42983.832
- LUMO (eV) = -6.3
- HOMO level (Ha) = -0.4142
- M (Da) = 405.55

Structure (XYZ):
```
54
Properties=species:S:1:pos:R:3:nbo_charge:R:1
N -2.12827 -3.96598 4.60573 -0.841
C -1.73926 -2.72246 4.38992 0.896
N -2.12219 -1.50409 5.11469 -0.627
C -2.50013 -0.64546 3.93736 -0.265
C -1.33514 -0.92313 2.84028 0.263
C -0.38650 0.32923 2.79594 -0.439
C 1.15225 0.00951 2.92081 -0.431
C 1.80882 -0.53406 1.62327 -0.051
C 3.19085 -0.10651 1.32932 -0.202
C 3.88136 -0.56727 0.14162 -0.207
C 3.21659 -1.43147 -0.81827 -0.205
C 1.86016 -1.87618 -0.57696 -0.203
C 1.19717 -1.42587 0.65952 -0.237
N -2.13553 -1.29769 1.64132 -0.538
C -2.72711 -0.35151 1.12631 0.235
S -3.42283 0.94373 0.51281 0.159
N -0.82278 -2.21761 3.35949 -0.629
H -3.09343 -4.22330 4.37905 0.474
H -1.48267 -4.69574 4.92102 0.471
H -1.20729 -1.07222 5.33546 0.391
H -3.41235 -1.19829 3.57118 0.209
H -2.80150 0.40498 4.14452 0.269
H -0.64552 0.95311 3.69933 0.226
H -0.51577 0.98172 1.89833 0.279
H 1.65433 0.99378 3.14295 0.256
H 1.39898 -0.64020 3.81480 0.190
H 3.73012 0.55326 2.04183 0.223
H 4.92354 -0.22826 -0.03324 0.234
H 3.71975 -1.77974 -1.74384 0.231
H 1.28033 -2.53405 -1.25902 0.231
H 0.16883 -1.81098 0.83189 0.210
H 0.05690 -2.21766 3.89604 0.426
N 1.08563 3.64985 0.37687 -0.435
C 0.39314 4.69510 -0.08938 0.028
C -0.34818 4.66851 -1.26090 -0.261
C -0.37217 3.49291 -1.99599 -0.169
C 0.33874 2.39684 -1.53489 -0.257
C 1.04568 2.52625 -0.34985 0.010
H 0.44479 5.59273 0.51775 0.195
H -0.89171 5.54494 -1.58894 0.224
H -0.93868 3.43102 -2.91805 0.227
H 0.34340 1.46296 -2.08286 0.241
H 1.61481 1.69515 0.05348 0.194
N -0.55094 0.54068 -4.48032 -0.438
C 0.25537 0.91162 -5.48114 0.033
C 0.49024 0.14110 -6.60877 -0.256
C -0.14258 -1.08744 -6.70637 -0.161
C -0.98154 -1.49535 -5.68144 -0.261
C -1.15166 -0.64847 -4.59819 0.030
H 0.73065 1.87923 -5.35823 0.196
H 1.15137 0.49372 -7.38929 0.227
H 0.01585 -1.72015 -7.57160 0.223
H -1.49259 -2.44832 -5.72224 0.223
H -1.80133 -0.92248 -3.77309 0.188
```